# 1
This record from OMol25 describes the molecule C19H23N5O3S2. The level of theory is ωB97M-V with the def2-TZVPD basis set.

Geometry as XYZ:
```
52
Properties=species:S:1:pos:R:3:forces:R:3:nbo_charge:R:1
O 0.53394 4.55782 0.66950 0.110 0.249 -0.027 -0.56
C 0.17313 3.54240 0.13039 -0.176 -0.233 -0.161 0.70
N -0.01406 2.41630 0.90787 0.282 0.421 0.676 -0.63
C -0.46819 1.15252 0.67446 -0.422 -0.769 -0.925 0.22
N -0.58368 0.31055 1.64616 0.674 1.712 0.679 -0.30
N -1.03794 -0.87952 1.29296 -0.529 -1.446 -0.455 -0.30
C -1.28607 -0.99521 0.03449 0.185 0.546 -0.177 -0.14
S -1.87504 -2.41109 -0.74881 -0.219 -0.529 -0.292 0.30
C -2.09822 -3.47982 0.71062 -0.049 0.356 -0.092 -0.54
C -3.34981 -3.07514 1.50849 0.015 0.115 -0.127 -0.22
N -3.57571 -3.75710 2.74767 0.041 -0.159 0.101 -0.45
C -2.71169 -3.44574 3.87008 0.111 -0.217 0.120 -0.25
C -1.54567 -4.43087 4.03644 -0.029 0.349 0.013 -0.08
O -1.99952 -5.76707 4.06780 -0.072 -0.069 0.122 -0.53
C -2.71061 -6.08916 2.89359 -0.285 0.013 -0.163 -0.08
C -3.92212 -5.16321 2.71294 0.202 -0.118 0.163 -0.25
S -0.95107 0.47382 -0.88691 0.028 -0.316 0.978 0.32
C -0.07283 3.40899 -1.36119 0.027 0.272 -0.041 -0.34
C -0.02863 4.77574 -2.03841 -0.020 0.094 0.114 -0.49
C 1.38850 4.91018 -2.57490 -0.444 0.259 0.042 0.70
O 1.87295 5.91912 -3.02262 0.064 0.213 -0.073 -0.59
N 1.98868 3.68588 -2.48526 0.002 -0.264 0.256 -0.46
C 3.30754 3.38383 -2.85970 0.361 -0.027 -0.167 0.23
C 3.66174 2.07438 -3.17938 -0.155 0.062 0.032 -0.28
C 4.96433 1.77181 -3.53350 0.089 -0.023 -0.008 -0.20
C 5.92872 2.76259 -3.57650 0.074 -0.064 -0.048 -0.23
C 5.57884 4.06446 -3.25968 -0.009 -0.072 0.009 -0.19
C 4.28235 4.37863 -2.89949 -0.031 0.164 0.041 -0.25
C 1.09172 2.64817 -2.02421 -0.059 -0.280 -0.091 -0.20
H 0.19113 2.57314 1.89212 -0.015 0.010 -0.179 0.44
H -2.18317 -4.48803 0.30682 0.078 -0.008 0.002 0.23
H -1.19313 -3.38037 1.30630 -0.026 -0.136 -0.006 0.24
H -3.27512 -2.00866 1.73820 -0.058 -0.077 -0.132 0.21
H -4.22984 -3.22857 0.87499 0.067 0.087 -0.027 0.20
H -2.32724 -2.43163 3.76030 0.001 0.049 0.035 0.22
H -3.32965 -3.49695 4.77470 0.127 0.057 0.066 0.19
H -1.04064 -4.26227 4.98900 0.025 0.058 -0.075 0.20
H -0.81503 -4.30927 3.22163 -0.039 -0.002 0.086 0.15
H -3.03553 -7.12449 3.01168 0.011 0.030 -0.092 0.19
H -2.03772 -6.02204 2.02401 -0.046 -0.030 0.049 0.15
H -4.43495 -5.38957 1.77734 -0.062 -0.029 -0.019 0.20
H -4.61238 -5.34681 3.54522 -0.016 -0.141 -0.074 0.20
H -1.02529 2.90084 -1.52283 0.079 0.066 -0.005 0.24
H -0.22950 5.58998 -1.34258 0.025 -0.038 -0.099 0.27
H -0.73007 4.84613 -2.87010 0.026 -0.021 -0.034 0.24
H 2.92627 1.28496 -3.16636 -0.093 -0.060 0.019 0.21
H 5.22212 0.75230 -3.78045 0.013 -0.072 -0.013 0.21
H 6.94336 2.52200 -3.85549 0.083 -0.021 -0.023 0.21
H 6.32315 4.84606 -3.28746 0.050 0.075 0.007 0.22
H 4.01872 5.39368 -2.65663 -0.018 0.034 0.007 0.25
H 1.61241 1.98534 -1.32654 -0.047 -0.022 -0.107 0.22
H 0.72049 2.05096 -2.86676 0.068 -0.040 0.117 0.20
```
Positions in Å, forces in eV/Å.

The value obtained for the molar mass is 433.559 g/mol. The calculation puts the frontier orbital gap at 8.33 eV. The relative energy (zero: lowest compared OMol25 entry of this formula, charge and spin) is 3.3 kcal/mol. The net charge is 0. As for the SMILES: O=C(Nc1nnc(SCCN2CCOCC2)s1)[C@H]1CC(=O)N(c2ccccc2)C1.

***

# 2
This record from OMol25 describes a cluster of 2 separate species, C4H7Cl2FOS in total. The level of theory is ωB97M-V with the def2-TZVPD basis set.

Geometry as XYZ:
```
16
Properties=species:S:1:pos:R:3:forces:R:3:nbo_charge:R:1
F 1.83024 -1.58080 0.97411 -0.019 -0.149 0.059 -0.32
C 1.72633 -0.36600 0.40897 0.543 -0.473 0.025 0.14
Cl 3.31146 0.13434 -0.18532 -0.022 0.027 0.019 -0.01
Cl 0.53400 -0.43133 -0.89107 3.287 -1.842 -1.761 0.03
H 1.39194 0.35894 1.14871 0.239 -0.410 -0.111 0.20
C -0.05622 1.87376 0.44600 -0.171 1.261 0.210 -0.75
S -1.75485 1.54645 -0.07014 0.277 -0.096 0.025 0.21
C -1.81484 -0.23709 0.24714 -1.398 -0.444 -0.019 -0.65
C -3.25049 -0.71566 0.29075 -0.169 0.015 0.156 0.44
O -3.63452 -1.71415 -0.26436 0.192 0.397 0.172 -0.50
H 0.65852 1.31842 -0.16346 -0.651 1.718 0.357 0.20
H 0.09004 1.63036 1.50096 -0.209 0.169 0.043 0.20
H 0.12404 2.94332 0.30544 -0.160 -0.077 0.144 0.24
H -1.27430 -0.81368 -0.50809 -1.671 0.043 0.839 0.23
H -1.37237 -0.43438 1.23322 0.001 -0.028 -0.091 0.23
H -3.93774 -0.08713 0.89476 -0.071 -0.112 -0.067 0.11
```
Positions in Å, forces in eV/Å.

The value obtained for the molar mass is 193.070 g/mol. The calculation puts the frontier orbital gap at 9.82 eV. The net charge is 0. As for the SMILES: FC(Cl)Cl.CSCC=O.

***

# 3
This record from OMol25 describes a structure of composition C28H56P2SiW. The level of theory is ωB97M-V with the def2-TZVPD basis set.

Geometry as XYZ:
```
88
Properties=species:S:1:pos:R:3:forces:R:3:lowdin_charge:R:1
W -0.57375 0.14752 0.18139 6.608 -1.082 -0.083 1.34
C -2.08182 1.77047 0.30553 -1.551 0.188 -0.482 -0.33
C -2.42498 0.87226 -0.77123 -1.621 0.191 1.584 -0.31
C -2.50198 -0.32226 1.21473 -1.103 0.236 0.326 -0.32
C -2.21799 1.04791 1.52396 -0.905 -0.156 -0.065 -0.30
C -2.63930 -0.44251 -0.20647 -1.133 0.786 -0.399 -0.33
C -1.95591 3.25472 0.19353 0.040 0.277 -0.018 -0.01
H -1.53622 3.55982 -0.76745 -0.044 -0.032 0.069 0.08
H -1.32344 3.66303 0.98566 -0.177 -0.021 -0.186 0.06
H -2.94160 3.73133 0.28341 0.167 -0.151 -0.018 0.12
C -2.30768 1.66911 2.87712 0.282 0.165 0.627 0.01
H -1.70913 2.58485 2.96067 -0.058 -0.251 -0.030 0.08
H -2.01305 0.98918 3.69161 -0.047 0.209 -0.338 0.09
H -3.35032 1.97096 3.08676 0.324 -0.220 -0.279 0.13
C -2.84568 -1.39045 2.22106 0.166 -0.115 0.165 0.00
H -3.93419 -1.55708 2.27520 0.331 0.216 -0.158 0.12
H -2.50954 -1.11309 3.23119 -0.066 -0.135 -0.380 0.08
H -2.39456 -2.35847 1.96318 -0.063 0.205 0.056 0.09
C -3.18654 -1.62232 -0.93251 -0.144 -0.295 -0.239 -0.01
H -4.26715 -1.48800 -1.09779 0.281 -0.053 0.072 0.12
H -3.04276 -2.54643 -0.35894 -0.087 0.263 -0.185 0.08
H -2.70786 -1.73377 -1.91141 -0.205 -0.091 0.345 0.05
C -2.80409 1.28236 -2.12491 0.017 0.153 -1.181 0.00
H -3.89750 1.44154 -2.19985 0.456 -0.051 0.241 0.14
H -2.53916 0.49353 -2.82755 -0.271 0.372 0.150 0.04
H -2.29847 2.19927 -2.44953 -0.285 -0.179 0.117 0.09
C 1.26396 0.59976 -2.71766 0.638 0.135 -0.363 -0.15
C 0.20929 1.39283 -2.91623 0.105 0.578 -0.397 -0.13
C -0.34836 1.56318 -4.31263 -0.097 0.801 -0.155 -0.16
C -1.27949 0.43813 -4.82729 -0.498 0.241 -0.136 -0.17
C -1.32227 -0.81835 -3.98718 0.898 -0.873 -1.130 -0.12
C -0.22977 -1.60624 -3.91890 -1.076 0.293 -0.999 -0.12
C 1.05253 -1.22967 -4.58150 0.666 -0.164 -0.336 -0.16
C 1.90405 -0.11657 -3.89358 0.597 -0.162 -0.035 -0.17
H 0.46310 1.67797 -5.06010 -0.162 -0.081 0.712 0.12
H -0.94071 0.21210 -5.85408 -0.218 -0.262 0.442 0.13
H -0.88461 2.52489 -4.36885 0.104 -0.353 0.104 0.12
H 2.16991 0.59431 -4.70213 -0.172 -0.034 0.712 0.13
H 1.82082 0.56997 -1.77306 -0.360 0.079 -0.198 0.05
H -0.16069 2.09419 -2.15890 0.214 -0.432 -0.012 0.07
H 2.87215 -0.54571 -3.59338 -0.343 0.141 0.066 0.11
H 1.67081 -2.13195 -4.67706 -0.090 0.240 0.063 0.12
H -0.30738 -2.65508 -3.66781 -0.093 0.198 0.329 0.09
H 0.89122 -0.89788 -5.62025 -0.262 -0.177 0.321 0.12
H -2.29158 0.84681 -4.95296 0.229 -0.190 0.125 0.12
H -2.30066 -1.18264 -3.67909 0.290 -0.078 -0.117 0.09
P 1.43198 2.00677 0.61061 -0.553 -0.349 0.000 0.81
C 1.23647 3.05271 2.10059 -0.151 -0.056 0.258 -0.22
H 2.04365 3.80540 2.10430 -0.291 -0.315 -0.002 0.08
H 1.29807 2.46181 3.02222 0.002 0.164 -0.372 0.01
H 0.27030 3.57620 2.10442 0.394 -0.123 -0.098 0.03
C 3.06238 1.21832 0.83189 0.227 -0.170 0.067 -0.24
H 3.78640 1.95526 1.21132 -0.191 -0.185 -0.167 0.07
H 3.42446 0.83215 -0.13079 -0.054 0.183 0.186 0.04
H 3.01402 0.37122 1.53280 -0.105 0.380 -0.224 0.02
C 1.73742 3.28358 -0.64486 0.068 0.147 -0.313 -0.24
H 1.99543 2.82548 -1.60660 0.048 0.222 0.281 0.03
H 2.55801 3.93752 -0.31022 -0.263 -0.214 -0.126 0.07
H 0.83508 3.89251 -0.79687 0.260 -0.116 0.122 0.05
P 0.54036 -2.32860 -0.20788 -0.198 0.306 -0.089 0.81
C -0.42057 -3.51875 -1.17748 -0.339 -0.166 -0.357 -0.25
H 0.23104 -4.35082 -1.50210 -0.312 0.316 0.192 0.08
H -0.81899 -3.00912 -2.06176 0.062 -0.333 0.478 0.00
H -1.27704 -3.91196 -0.60765 0.446 0.061 -0.073 0.06
C 2.05731 -2.10510 -1.17799 0.297 0.025 -0.338 -0.24
H 1.78477 -1.71061 -2.16551 0.133 -0.307 0.393 0.00
H 2.59429 -3.05637 -1.30951 -0.200 0.213 0.086 0.08
H 2.73315 -1.38142 -0.69761 -0.236 -0.262 -0.053 0.05
C 1.09629 -3.36212 1.18204 0.007 0.216 0.268 -0.24
H 1.38506 -4.36322 0.82716 -0.159 0.361 -0.050 0.08
H 0.30555 -3.46718 1.93387 0.145 -0.022 -0.102 0.06
H 1.96445 -2.89301 1.65178 -0.250 -0.125 -0.153 0.01
C 2.78999 -1.90517 3.62769 -0.099 -0.014 -0.176 -0.20
Si 1.39759 -0.64678 3.71740 0.053 -0.079 0.523 0.47
C 0.27680 -1.29779 5.10886 0.050 0.130 -0.525 -0.17
C 2.19249 0.85472 4.54493 -0.042 -0.016 -0.351 -0.19
C 0.29848 -0.29426 2.12609 -0.623 0.001 0.866 -0.43
H 3.34925 -1.78636 4.57213 -0.123 -0.099 -0.415 0.05
H 3.47358 -1.73379 2.78471 0.017 -0.175 0.249 0.03
H 2.39762 -2.93233 3.58944 0.300 0.303 0.077 0.03
H 0.93700 -1.43400 5.98876 -0.400 0.021 -0.395 0.05
H -0.51155 -0.57607 5.37043 0.167 -0.260 0.026 0.03
H -0.18071 -2.26352 4.85167 0.042 0.206 0.198 0.03
H 2.92923 1.36801 3.91115 -0.109 -0.032 0.325 0.03
H 1.44326 1.57185 4.91127 0.287 -0.115 -0.036 0.04
H 2.72107 0.43127 5.41993 -0.224 0.279 -0.364 0.05
H -0.40706 -1.16996 2.16312 0.378 0.652 0.827 -0.03
H -0.22401 0.62004 2.51156 0.254 -0.982 0.653 -0.02
```
Positions in Å, forces in eV/Å.

The value obtained for the molar mass is 666.630 g/mol. Its expectation value of S² is 2.026. The calculation puts the frontier orbital gap (alpha / beta) at 6.68 / 7.57 eV. The relative energy (zero: lowest compared OMol25 entry of this formula, charge and spin) is 0.0 kcal/mol. The multiplicity is 3. The net charge is +2.

***

# 4
This record from OMol25 describes a cluster of 2 separate species, C4H11N3O2 in total. The level of theory is ωB97M-V with the def2-TZVPD basis set.

Geometry as XYZ:
```
20
Properties=species:S:1:pos:R:3:forces:R:3:nbo_charge:R:1
H -2.70037 1.28975 1.20522 -0.183 2.108 2.017 0.36
N -2.37679 0.79376 0.45402 1.163 -1.759 -3.750 -0.75
C -1.34381 1.02062 -0.25824 0.656 0.342 1.818 0.60
N -1.01071 0.16976 -1.38035 2.576 1.129 1.922 -0.91
N -0.16366 1.95443 0.15812 -1.555 -1.763 -2.593 -0.71
C 0.51927 2.55820 -1.01838 -0.952 1.420 0.536 -0.43
H -0.04197 -0.28807 -1.14261 -2.552 0.891 -1.262 0.42
H -1.72839 -0.37636 -1.85519 0.252 0.247 0.947 0.41
H -0.23039 2.60522 0.94381 -0.887 -0.640 -0.421 0.39
H 0.51711 1.82542 -1.80178 0.743 -0.354 -0.177 0.23
H 1.48317 2.91626 -0.64762 0.154 -0.273 -0.577 0.19
H 0.00324 3.45063 -1.52164 0.319 -0.922 1.043 0.17
C -0.34005 -1.50281 1.12306 3.182 -0.197 -1.832 -0.72
C 1.13516 -1.78075 0.49846 -0.926 -0.442 2.827 0.79
O 1.73195 -2.67758 1.04210 0.378 0.865 -1.768 -0.54
O 1.69208 -0.93620 -0.47377 -1.809 -5.274 -1.751 -0.73
H -0.97975 -1.95417 0.35674 -0.582 0.781 0.488 0.24
H -0.37506 -0.41439 1.33533 -0.675 -1.034 -0.120 0.24
H -0.23290 -2.16540 1.96887 -0.599 0.268 0.407 0.24
H 1.92770 -0.17590 -0.07966 1.295 4.609 2.249 0.49
```
Positions in Å, forces in eV/Å.

The value obtained for the molar mass is 133.151 g/mol. The calculation puts the frontier orbital gap at 9.90 eV. The relative energy (zero: lowest compared OMol25 entry of this formula, charge and spin) is 73.8 kcal/mol. The net charge is 0. As for the SMILES: [H]/N=C(/N)NC.CC(=O)O.

***

> Which of these has the lowest molar mass?

C4H11N3O2